1.
The following is a quantum chemistry calculation of a structure of composition C70H69N13O4Y at a distorted geometry, from OMol25.

Its total charge is +1. The value obtained for the frontier orbital gap is 5.5 eV. The total energy is -102316.99776 eV.

Geometry (Å):
Y1 -0.830 -1.511 0.021
C1 -5.492 2.823 4.883
C2 -5.421 4.023 3.938
C3 -5.922 5.280 4.663
C4 -6.297 3.767 2.702
C5 -4.012 4.345 3.426
O1 -3.799 5.330 2.751
N1 -3.024 3.437 3.737
C6 -1.652 3.607 3.425
C7 -1.066 4.849 3.665
C8 0.277 5.071 3.427
C9 1.075 4.019 3.001
C10 0.507 2.780 2.783
C11 -0.873 2.548 2.945
C12 -1.311 1.236 2.375
C13 -2.120 1.223 1.208
C14 -3.193 2.120 0.885
C15 -3.649 1.785 -0.351
C16 -2.793 0.742 -0.850
N2 -1.934 0.365 0.158
C17 -2.634 0.441 -2.222
C18 -1.505 -0.192 -2.778
C19 -0.996 0.101 -4.092
C20 0.289 -0.339 -4.125
C21 0.560 -0.961 -2.857
C22 1.802 -1.475 -2.461
C23 2.072 -2.092 -1.224
N3 1.261 -2.074 -0.123
C24 1.943 -2.676 0.903
C25 1.606 -2.588 2.267
C26 0.644 -1.716 2.801
C27 0.701 -1.185 4.137
C28 -0.017 -0.032 4.132
C29 -0.586 0.110 2.819
N4 -0.239 -0.971 2.061
C30 2.599 -3.154 3.232
C31 2.433 -4.425 3.764
C32 3.363 -4.947 4.651
C33 4.476 -4.195 4.988
C34 4.654 -2.924 4.463
C35 3.709 -2.372 3.607
N5 3.831 -1.087 3.019
C36 3.826 0.233 3.444
O2 3.507 1.062 2.605
C37 4.275 0.663 4.844
C38 3.595 -0.124 5.969
C39 3.909 2.140 5.014
C40 5.805 0.526 4.903
C41 3.196 -3.180 0.395
C42 3.287 -2.789 -0.904
C43 3.009 -1.101 -3.262
C44 3.704 0.021 -2.804
C45 4.841 0.469 -3.447
C46 5.299 -0.215 -4.566
C47 4.627 -1.331 -5.029
C48 3.478 -1.787 -4.379
N6 2.750 -2.904 -4.836
C49 3.224 -3.950 -5.602
O3 4.403 -4.136 -5.803
C50 2.125 -4.828 -6.214
C51 2.779 -6.050 -6.856
C52 1.437 -3.984 -7.301
C53 1.109 -5.281 -5.158
N7 -0.565 -0.896 -2.076
C54 -3.519 1.184 -3.170
C55 -4.575 0.550 -3.808
C56 -5.434 1.260 -4.632
C57 -5.231 2.617 -4.826
C58 -4.156 3.263 -4.235
C59 -3.284 2.556 -3.412
N8 -2.162 3.145 -2.819
C60 -1.579 4.369 -3.053
O4 -2.032 5.190 -3.820
C61 -0.298 4.589 -2.226
C62 0.355 5.882 -2.715
C63 0.685 3.420 -2.407
C64 -0.675 4.730 -0.744
H1 -6.497 2.760 5.301
H2 -4.796 2.924 5.718
H3 -5.299 1.882 4.360
H4 -6.979 5.174 4.908
H5 -5.792 6.155 4.031
H6 -5.366 5.438 5.590
H7 -7.345 3.697 2.996
H8 -6.019 2.830 2.211
H9 -6.187 4.582 1.987
H10 -3.297 2.562 4.151
H11 -1.688 5.649 4.034
H12 0.696 6.056 3.586
H13 2.134 4.153 2.824
H14 1.145 1.989 2.411
H15 -3.568 2.908 1.509
H16 -4.457 2.248 -0.895
H17 -1.528 0.644 -4.857
H18 1.004 -0.229 -4.925
H19 1.260 -1.616 4.951
H20 -0.163 0.654 4.951
H21 1.566 -5.008 3.478
H22 3.223 -5.937 5.062
H23 5.220 -4.602 5.660
H24 5.544 -2.367 4.715
H25 3.508 -1.086 2.061
H26 2.514 0.019 5.925
H27 3.944 0.256 6.930
H28 3.809 -1.188 5.936
H29 2.828 2.275 4.973
H30 4.355 2.740 4.223
H31 4.272 2.501 5.977
H32 6.132 -0.497 4.728
H33 6.164 0.837 5.884
H34 6.270 1.161 4.148
H35 3.917 -3.734 0.976
H36 4.096 -2.972 -1.594
H37 3.329 0.543 -1.930
H38 5.368 1.336 -3.071
H39 6.185 0.127 -5.085
H40 4.995 -1.869 -5.886
H41 1.787 -2.941 -4.547
H42 3.535 -5.744 -7.576
H43 2.025 -6.649 -7.369
H44 3.268 -6.668 -6.103
H45 2.168 -3.659 -8.043
H46 0.959 -3.098 -6.880
H47 0.677 -4.577 -7.811
H48 1.618 -5.730 -4.303
H49 0.447 -6.031 -5.591
H50 0.481 -4.460 -4.803
H51 -4.731 -0.510 -3.644
H52 -6.258 0.755 -5.117
H53 -5.909 3.182 -5.452
H54 -3.973 4.312 -4.409
H55 -1.657 2.552 -2.184
H56 0.582 5.815 -3.779
H57 1.279 6.068 -2.167
H58 -0.319 6.724 -2.571
H59 0.844 3.202 -3.466
H60 0.352 2.500 -1.914
H61 1.646 3.692 -1.969
H62 -1.421 5.513 -0.598
H63 0.212 4.992 -0.164
H64 -1.079 3.801 -0.337
N9 -5.255 -2.925 0.356
C65 -4.370 -1.929 0.458
N10 -3.159 -2.421 0.304
C66 -3.371 -3.758 0.100
N11 -4.638 -4.092 0.129
C67 -2.270 -4.696 -0.094
C68 -2.486 -6.069 -0.185
N12 -1.479 -6.918 -0.315
C69 -0.255 -6.407 -0.362
C70 -0.032 -5.038 -0.298
N13 -1.036 -4.176 -0.159
H65 -6.260 -2.895 0.411
H66 -4.617 -0.896 0.648
H67 -3.487 -6.478 -0.151
H68 0.563 -7.109 -0.461
H69 0.969 -4.630 -0.364

2.
The following is a quantum chemistry calculation of an isolated molecule of C2H4O3Si at a distorted geometry, from OMol25.

The SMILES is C[Si]1(C=O)OO1. The value obtained for the frontier orbital gap is 9.4 eV. For the energy above the lowest of the compared OMol25 structures with the same formula, charge and spin, the calculation gives 92.8 kcal per mole. The total energy is -16155.96199 eV.

Geometry (Å):
C1 0.574 0.935 0.910
Si1 -0.232 -0.677 0.306
C2 -0.411 -0.178 -1.687
O1 -0.776 0.890 -2.032
O2 -1.147 -1.686 1.183
O3 0.169 -2.188 0.735
H1 1.367 1.199 0.268
H2 -0.287 1.739 0.923
H3 1.034 0.818 1.905
H4 -0.291 -0.853 -2.511

3.
The following is a quantum chemistry calculation of the ion C3H6NO3 with charge +1 at a distorted geometry, from OMol25.

Its total charge is +1. The SMILES is O=C1C[NH2+][C@H](O)O1. The value obtained for the frontier orbital gap is 11.9 eV. For the energy above the lowest of the compared OMol25 structures with the same formula, charge and spin, the calculation gives 36.6 kcal per mole. The total energy is -10832.37877 eV.

Geometry (Å):
O1 0.410 0.891 2.523
C1 0.203 0.541 1.446
C2 0.821 1.014 0.081
N1 0.130 0.239 -0.958
C3 -0.438 -1.043 -0.211
O2 -1.522 -1.601 -0.691
O3 -0.559 -0.568 1.082
H1 0.787 2.095 -0.178
H2 1.945 0.791 0.367
H3 -0.525 1.033 -1.387
H4 0.679 0.064 -1.740
H5 0.407 -1.833 -0.279
H6 -2.339 -1.624 -0.055

4.
The following is a quantum chemistry calculation of a cluster of 8 separate species, C23H57Br2N4O8S in total at a distorted geometry, from OMol25.

Its total charge is +1. The value obtained for the frontier orbital gap is 7.5 eV. The total energy is -198018.23400 eV.

Geometry (Å):
C1 -3.197 1.785 -0.063
C2 -2.417 0.892 1.117
O1 -1.558 -0.057 0.394
C3 -1.267 -1.265 1.182
C4 0.386 -1.470 1.331
N1 1.032 -0.125 0.996
C5 1.541 0.360 -0.378
C6 1.491 -0.472 -1.797
Br1 2.148 -2.359 -2.068
C7 0.892 0.240 -2.994
C8 0.270 1.768 -2.929
Br2 0.804 -0.678 -4.799
N2 2.060 1.791 -0.150
C9 1.794 1.993 1.326
N3 2.170 3.245 1.769
N4 1.169 0.812 2.037
S1 0.719 0.726 3.722
H1 -4.217 1.278 -0.331
H2 -3.272 2.906 0.268
H3 -2.508 1.729 -1.034
H4 -1.818 1.701 1.751
H5 -3.231 0.378 1.812
H6 -1.761 -1.300 2.242
H7 -1.618 -2.188 0.512
H8 0.790 -2.319 0.599
H9 0.676 -1.857 2.423
H10 -0.336 1.958 -1.925
H11 1.213 2.497 -2.914
H12 -0.466 2.016 -3.816
H13 3.214 3.421 1.862
H14 1.476 4.020 1.975
H15 -0.286 1.685 3.928
C10 0.170 5.944 -1.513
C11 -1.331 5.769 -1.415
O2 -1.676 4.410 -1.640
H16 0.530 5.634 -2.500
H17 0.452 6.988 -1.346
H18 0.683 5.318 -0.776
H19 -1.838 6.379 -2.167
H20 -1.697 6.064 -0.427
H21 -1.228 3.877 -0.962
C12 -4.711 -2.934 4.571
C13 -3.906 -1.679 4.303
O3 -4.333 -1.079 3.088
H22 -4.595 -3.648 3.749
H23 -4.391 -3.411 5.501
H24 -5.779 -2.701 4.642
H25 -2.843 -1.918 4.210
H26 -4.027 -0.954 5.114
H27 -5.277 -0.862 3.184
C14 0.800 -6.712 1.719
C15 0.151 -5.348 1.616
O4 1.064 -4.343 2.031
H28 1.119 -6.910 2.748
H29 0.107 -7.499 1.407
H30 1.697 -6.763 1.093
H31 -0.732 -5.295 2.260
H32 -0.160 -5.138 0.587
H33 1.840 -4.394 1.447
C16 -5.311 -3.342 0.302
C17 -5.138 -4.803 0.662
O5 -5.741 -5.067 1.920
H34 -4.858 -2.702 1.066
H35 -4.847 -3.121 -0.664
H36 -6.372 -3.078 0.253
H37 -4.076 -5.057 0.731
H38 -5.599 -5.450 -0.092
H39 -6.685 -4.846 1.845
C18 -7.095 3.223 1.434
C19 -6.112 4.122 2.155
O6 -4.979 4.361 1.333
H40 -6.624 2.269 1.173
H41 -7.972 3.025 2.056
H42 -7.424 3.682 0.496
H43 -5.769 3.649 3.080
H44 -6.572 5.082 2.408
H45 -5.294 4.788 0.517
C20 6.461 -0.453 -3.258
C21 5.984 -1.232 -4.466
O7 5.282 -2.393 -4.049
H46 7.115 -1.073 -2.635
H47 7.009 0.443 -3.563
H48 5.615 -0.154 -2.631
H49 6.834 -1.548 -5.078
H50 5.319 -0.624 -5.088
H51 4.524 -2.101 -3.514
C22 11.327 1.727 -4.002
C23 10.303 1.059 -3.108
O8 9.463 0.214 -3.880
H52 10.831 2.316 -4.781
H53 11.980 2.386 -3.422
H54 11.943 0.979 -4.512
H55 9.675 1.809 -2.617
H56 10.790 0.457 -2.334
H57 10.028 -0.454 -4.305